[1]
# C5H8O2

A molecular structure, C5H8O2 (ωB97M-V/def2-TZVPD, the OMol25 dataset).

```
15
Properties=species:S:1:pos:R:3
C -0.599 0.984 -1.615
C -0.355 0.095 -0.450
C 0.192 -1.194 -0.305
O 1.764 -0.904 1.308
C 0.455 -1.052 1.205
C -0.233 0.412 1.048
O 0.795 1.319 1.172
H -0.471 0.466 -2.569
H 0.141 1.789 -1.537
H -1.590 1.442 -1.557
H -1.072 -1.055 -0.437
H 0.592 -1.883 -1.048
H -0.049 -1.776 1.868
H -1.139 0.703 1.590
H 1.570 0.653 1.326
```

Results
Maximum force: 0.355 eV Å⁻¹
Molar mass: 100.1 g mol⁻¹
Electronic energy: -9404.9360 eV
E_LUMO: 0.01 eV
Spin multiplicity: 1
Gap between HOMO and LUMO: 0.3098 hartree
Energy relative to the best compared isomer or geometry (same formula, charge and spin): 112.9 kcal/mol

***

[2]
# C5H8O2

A molecular structure, C5H8O2 at a distorted geometry (ωB97M-V/def2-TZVPD, the OMol25 dataset).

```
15
Properties=species:S:1:pos:R:3
C 1.104 -0.263 -1.214
C 0.081 -0.153 -0.092
C 0.675 -0.532 1.253
C -0.798 1.092 -0.218
C -1.866 0.267 0.378
O -2.892 0.365 0.972
O -1.194 -0.910 -0.169
H 0.703 0.069 -2.177
H 1.937 0.413 -0.963
H 1.517 -1.269 -1.317
H -0.106 -0.551 2.019
H 1.083 -1.548 1.177
H 1.474 0.146 1.562
H -0.546 2.137 -0.006
H -1.173 0.737 -1.206
```

Results
Maximum force: 2.437 eV Å⁻¹
Molar mass: 100.1 g mol⁻¹
Electronic energy: -9408.3684 eV
E_LUMO: 0.74 eV
Spin multiplicity: 1
Gap between HOMO and LUMO: 0.4164 hartree
Energy relative to the best compared isomer or geometry (same formula, charge and spin): 33.8 kcal/mol

***

[3]
# C5H8O2

2 unconnected molecules or ions with the total composition C5H8O2 (ωB97M-V/def2-TZVPD, the OMol25 dataset).

```
15
Properties=species:S:1:pos:R:3
O -0.188 -2.106 0.339
C -1.051 -1.011 0.577
C -0.284 0.107 1.267
C 1.472 0.422 -1.144
C 0.765 1.454 -1.592
C -0.878 1.480 1.315
O -0.982 0.722 2.366
H -0.708 -2.832 -0.032
H -1.869 -1.283 1.258
H -1.505 -0.673 -0.371
H 0.788 -0.045 1.402
H 2.423 0.567 -0.634
H 1.105 -0.603 -1.192
H -0.209 1.323 -2.061
H 1.121 2.478 -1.498
```

Results
Maximum force: 0.951 eV Å⁻¹
Molar mass: 100.1 g mol⁻¹
Electronic energy: -9404.7990 eV
E_LUMO: 0.63 eV
Spin multiplicity: 1
Gap between HOMO and LUMO: 0.3764 hartree
Energy relative to the best compared isomer or geometry (same formula, charge and spin): 116.1 kcal/mol